## P
This record from OMol25 describes a structure of composition C49H38Br2N5O6PS2SiSn. The level of theory is ωB97M-V/def2-TZVPD.

Geometry as XYZ:
```
105
Properties=species:S:1:pos:R:3
Sn 1.590 -0.259 0.877
N 0.440 -7.696 -3.305
C 0.888 -6.509 -2.752
C 2.180 -6.046 -3.024
C 2.637 -4.875 -2.454
C 1.811 -4.163 -1.599
C 0.532 -4.614 -1.304
C 0.072 -5.782 -1.878
S 2.328 -2.636 -0.929
O 2.012 -2.664 0.524
O 3.718 -2.426 -1.258
N 1.393 -1.450 -1.430
C 1.296 -1.138 -2.773
N 1.790 -1.953 -3.714
C 1.609 -1.590 -4.977
C 0.960 -0.423 -5.342
C 0.518 0.366 -4.291
N 0.680 0.030 -3.020
H 0.929 -8.044 -4.110
H -0.550 -7.861 -3.307
H 2.817 -6.611 -3.695
H 3.628 -4.496 -2.669
H -0.090 -4.052 -0.619
H -0.925 -6.146 -1.654
H 2.008 -2.268 -5.726
H 0.824 -0.139 -6.375
H 0.014 1.312 -4.473
O 0.001 3.013 3.817
S -0.221 2.540 2.494
O -0.953 1.175 2.577
O 0.894 2.373 1.600
C -1.468 3.523 1.716
C -2.260 4.265 2.586
C -3.350 4.965 2.095
C -3.632 4.904 0.738
C -2.828 4.157 -0.116
C -1.726 3.441 0.347
P -0.661 2.367 -0.743
C 0.665 3.543 -1.238
C 0.557 4.932 -1.231
C 1.635 5.726 -1.603
C 2.835 5.141 -1.983
C 2.955 3.759 -1.990
C 1.879 2.967 -1.615
C -1.673 2.239 -2.266
C -1.716 3.188 -3.290
C -2.517 2.988 -4.406
C -3.290 1.839 -4.511
C -3.233 0.876 -3.512
C -2.415 1.069 -2.407
H -2.012 4.279 3.638
H -3.972 5.542 2.766
H -4.490 5.430 0.336
H -3.087 4.115 -1.164
H -0.365 5.407 -0.919
H 1.537 6.805 -1.590
H 3.674 5.762 -2.267
H 3.890 3.297 -2.281
H 1.968 1.886 -1.616
H -1.101 4.078 -3.226
H -2.532 3.728 -5.197
H -3.922 1.687 -5.376
H -3.814 -0.034 -3.602
H -2.315 0.287 -1.663
Br 1.510 -0.479 6.126
C 2.951 -0.798 4.947
C 4.165 -1.269 5.478
C 5.255 -1.436 4.679
Br 6.874 -2.059 5.451
C 5.194 -1.122 3.300
C 6.279 -1.209 2.400
C 6.114 -0.837 1.099
C 4.853 -0.409 0.662
N 3.809 -0.349 1.459
C 3.963 -0.678 2.779
C 2.792 -0.521 3.601
O 1.726 -0.062 3.038
H 4.228 -1.485 6.536
H 7.237 -1.558 2.758
H 6.934 -0.878 0.397
H 4.697 -0.145 -0.371
C -1.221 -4.288 2.434
C -0.811 -3.388 3.408
C -1.026 -2.028 3.232
C -1.648 -1.553 2.075
C -2.041 -2.469 1.094
C -1.838 -3.829 1.276
Si -2.043 0.210 1.732
C -3.732 0.772 2.206
C -4.643 1.183 1.235
C -5.911 1.625 1.594
C -6.279 1.657 2.931
C -5.381 1.248 3.913
C -4.117 0.810 3.551
H -1.058 -5.349 2.575
H -0.318 -3.743 4.304
H -0.698 -1.330 3.996
H -2.519 -2.118 0.184
H -2.149 -4.531 0.511
H -1.865 0.406 0.280
H -4.360 1.169 0.186
H -6.607 1.948 0.830
H -7.268 1.997 3.212
H -5.671 1.268 4.956
H -3.421 0.499 4.325
```

Output
Net charge: 0
Gap between HOMO and LUMO (eV): 7.38

## Q
This record from OMol25 describes a structure of composition C49H38Br2N5O6PS2SiSn. The level of theory is ωB97M-V/def2-TZVPD.

Geometry as XYZ:
```
105
Properties=species:S:1:pos:R:3
Sn 0.424 -0.910 0.609
N -1.242 4.610 5.876
C -1.543 3.702 4.869
C -0.519 3.063 4.165
C -0.816 2.194 3.136
C -2.140 1.943 2.801
C -3.166 2.560 3.496
C -2.869 3.448 4.515
S -2.500 0.751 1.559
O -3.929 0.599 1.464
O -1.831 1.193 0.336
N -1.747 -0.605 1.943
C -1.357 -0.946 3.200
N -2.062 -0.611 4.291
C -1.564 -0.989 5.458
C -0.384 -1.706 5.589
C 0.265 -2.013 4.406
N -0.203 -1.648 3.224
H -0.316 4.548 6.263
H -1.958 4.767 6.564
H 0.515 3.254 4.427
H -0.006 1.691 2.619
H -4.191 2.335 3.234
H -3.670 3.940 5.055
H -2.144 -0.710 6.333
H 0.009 -1.999 6.551
H 1.200 -2.565 4.400
O -1.449 -1.672 -4.004
S -1.004 -1.051 -2.796
O -1.876 -1.509 -1.613
O 0.376 -1.245 -2.406
C -1.253 0.703 -2.995
C -2.173 1.026 -3.987
C -2.227 2.312 -4.495
C -1.315 3.255 -4.052
C -0.418 2.931 -3.047
C -0.402 1.671 -2.454
P 0.698 1.484 -0.979
C 0.479 3.038 -0.051
C 1.488 3.360 0.859
C 1.405 4.509 1.629
C 0.294 5.332 1.524
C -0.733 4.995 0.655
C -0.645 3.855 -0.129
C 2.320 1.706 -1.816
C 2.727 0.653 -2.641
C 3.953 0.692 -3.283
C 4.796 1.782 -3.110
C 4.395 2.837 -2.306
C 3.164 2.803 -1.663
H -2.804 0.247 -4.389
H -2.945 2.560 -5.265
H -1.306 4.249 -4.480
H 0.272 3.685 -2.691
H 2.342 2.704 0.971
H 2.204 4.749 2.318
H 0.215 6.222 2.137
H -1.615 5.620 0.588
H -1.466 3.592 -0.780
H 2.069 -0.196 -2.782
H 4.253 -0.133 -3.917
H 5.758 1.811 -3.604
H 5.040 3.697 -2.177
H 2.871 3.636 -1.039
Br 3.534 2.061 3.613
C 4.121 0.959 2.191
C 5.487 0.936 1.869
C 5.950 0.154 0.851
Br 7.806 0.152 0.460
C 5.060 -0.655 0.106
C 5.425 -1.495 -0.969
C 4.477 -2.246 -1.607
C 3.140 -2.156 -1.185
N 2.775 -1.376 -0.199
C 3.692 -0.627 0.455
C 3.174 0.204 1.512
O 1.905 0.235 1.784
H 6.173 1.547 2.438
H 6.459 -1.532 -1.282
H 4.739 -2.895 -2.431
H 2.351 -2.716 -1.675
C -4.701 -4.375 -5.289
C -3.500 -4.885 -4.814
C -2.994 -4.451 -3.600
C -3.673 -3.494 -2.842
C -4.885 -3.001 -3.329
C -5.398 -3.437 -4.542
Si -2.964 -2.804 -1.272
C -1.966 -4.076 -0.366
C -2.452 -4.668 0.800
C -1.715 -5.635 1.467
C -0.474 -6.020 0.981
C 0.030 -5.435 -0.172
C -0.712 -4.471 -0.838
H -5.093 -4.711 -6.240
H -2.957 -5.622 -5.393
H -2.060 -4.866 -3.241
H -5.435 -2.264 -2.754
H -6.340 -3.047 -4.904
H -4.005 -2.133 -0.489
H -3.413 -4.364 1.200
H -2.105 -6.082 2.373
H 0.105 -6.768 1.508
H 1.002 -5.724 -0.551
H -0.302 -4.021 -1.738
```

Output
Net charge: 0
Gap between HOMO and LUMO (eV): 7.39

Order from most stable to least stable according to the calculation: Q, P